Record 1
Formula: C20H54F2HfN3O26S8
Source: the Open Molecules 2025 dataset
Level of theory: wB97M-V/def2-TZVPD

Its multiplicity is 1. The value obtained for the frontier orbital gap is 5.405 eV. As for the highest occupied orbital energy: -16.5 eV. Its maximum force is 7.5 eV/A. The total energy is -6346.898919 a.u. As for the charge: +3. Its LUMO energy is -0.408 Ha.

Each line ends with the Mulliken charge.
Atoms and positions in Å:
Hf1 0.30248 1.37798 1.69143  1.064
N1 -0.80162 0.26636 0.13688  0.926
S1 -2.17627 0.29939 -0.75573  0.336
O1 -3.30743 -0.30980 -0.14620  -0.508
O2 -2.03849 0.39497 -2.18471  -0.400
F1 -2.45017 1.85432 -0.42996  -0.102
S2 -0.45315 -1.31595 -0.59777  0.274
O3 0.65760 -1.32136 -1.49367  -0.664
O4 -1.51963 -2.27630 -0.76838  -0.201
F2 0.23140 -1.91805 0.70153  0.011
C1 -1.18748 -4.86646 -4.76358  -0.583
N2 -1.40023 -3.40713 -4.57729  0.935
O5 -0.98041 -2.93851 -3.53675  -0.475
O6 -1.96710 -2.80160 -5.45692  -0.533
H1 -0.38118 -5.04866 -5.47366  0.311
H2 -2.10978 -5.34186 -5.07855  0.332
H3 -0.77441 -5.24233 -3.83208  0.019
C2 -0.05936 -6.73191 -0.55617  -0.818
N3 0.32553 -5.41816 0.08204  0.994
O7 0.49925 -5.39876 1.28460  -0.509
O8 0.52061 -4.46903 -0.66115  -0.533
H4 -0.96699 -7.10115 -0.08997  0.305
H5 0.80393 -7.35694 -0.33329  0.347
H6 -0.15281 -6.66395 -1.63360  0.215
O9 1.94261 -3.12977 4.16236  -0.714
S3 2.61861 -2.50572 3.07146  1.075
O10 2.10255 -1.34867 2.39406  -0.528
O11 4.11039 -2.05613 3.53600  -0.207
C3 5.04224 -2.99483 4.10946  -0.264
C4 6.43260 -2.72875 3.56117  -1.121
C5 3.04149 -3.77027 1.86213  -0.504
H7 4.75599 -4.02325 3.87621  0.304
H8 4.96639 -2.90689 5.19231  0.399
H9 6.62051 -1.74114 3.14837  0.204
H10 6.72271 -3.46627 2.81090  0.342
H11 7.13641 -2.92122 4.37330  0.366
H12 2.26593 -3.71704 1.09974  -0.252
H13 3.13749 -4.76329 2.29182  0.515
H14 4.02179 -3.50787 1.46886  0.410
O12 -0.59956 -0.49612 2.83319  -0.475
S4 -1.69577 -1.32729 3.36461  0.500
O13 -2.89298 -0.62337 3.71726  -0.592
O14 -2.00395 -2.47408 2.27299  0.069
C6 -3.29267 -3.14162 2.37090  -0.305
C7 -3.26820 -4.28141 1.38821  -1.167
C8 -1.11461 -2.39918 4.72184  -1.141
H15 -4.08568 -2.43332 2.12044  0.179
H16 -3.51200 -3.41741 3.40536  0.455
H17 -3.24899 -3.88601 0.37751  0.264
H18 -4.14156 -4.90395 1.59821  0.488
H19 -2.47528 -5.00252 1.59553  0.220
H20 -0.36173 -1.89991 5.32501  0.491
H21 -0.58253 -3.19107 4.19252  0.349
H22 -2.06257 -2.75674 5.11164  0.458
O15 -1.05333 5.48961 0.31352  -0.509
S5 -0.59618 4.39766 -0.45838  0.472
O16 -0.16716 3.17018 0.26852  -1.064
O17 -1.78465 3.97061 -1.46242  0.037
C9 -2.29352 4.96317 -2.36219  -0.009
C10 -3.75332 4.59621 -2.63869  -1.481
C11 0.72661 5.00954 -1.56961  -0.864
H23 -1.67617 4.97992 -3.25981  -0.033
H24 -2.31659 6.01413 -2.05672  0.468
H25 -4.40277 4.59318 -1.76528  0.338
H26 -3.80183 3.59019 -3.05946  0.338
H27 -4.17001 5.29127 -3.36678  0.450
H28 1.23442 5.67379 -0.86447  0.546
H29 0.33214 5.68588 -2.32258  0.417
H30 1.32070 4.15194 -1.86142  0.032
O18 -3.08078 3.98423 2.30231  -0.702
S6 -3.11004 2.57530 2.58961  1.477
O19 -1.92583 1.76195 2.30134  -0.003
O20 -3.31038 2.37758 4.20610  -0.053
C12 -4.19112 3.30238 4.82050  -0.076
C13 -4.35243 3.08613 6.32070  -1.387
C14 -4.66242 1.87737 1.94814  -0.868
H31 -5.18098 3.20659 4.36375  0.287
H32 -3.86753 4.33943 4.69609  0.277
H33 -4.65265 2.04547 6.46339  0.343
H34 -5.09831 3.75524 6.74592  0.395
H35 -3.48836 3.23987 6.96875  0.351
H36 -4.63845 1.67349 0.88124  0.353
H37 -5.39888 2.64232 2.17961  0.494
H38 -4.76708 0.95847 2.52353  0.324
O21 3.99602 -1.06071 0.09463  -0.583
S7 3.36907 0.21652 -0.11505  1.359
O22 2.01700 0.51009 0.42732  0.924
O23 4.36021 1.33226 0.54438  -0.181
C15 5.80626 1.18080 0.46264  -0.334
C16 6.33181 2.40989 -0.30302  -1.140
C17 3.52901 0.60827 -1.88351  -0.896
H39 6.13964 0.20817 0.10571  0.394
H40 6.12864 1.25145 1.50052  0.329
H41 7.40158 2.31991 -0.48733  0.385
H42 6.07121 3.32708 0.22028  0.336
H43 5.91225 2.53240 -1.30510  0.284
H44 3.55064 1.69662 -1.89073  0.361
H45 2.68328 0.31265 -2.48700  0.197
H46 4.47294 0.14269 -2.15125  0.510
O24 2.00418 1.99615 -4.51182  -0.727
S8 0.71756 1.83836 -3.86591  0.728
O25 0.64639 1.79422 -2.41864  -0.148
O26 -0.21756 3.09078 -4.29067  -0.006
C18 0.08476 3.83888 -5.49277  -0.389
C19 0.03963 3.04345 -6.81389  -1.133
C20 -0.23710 0.47394 -4.53106  -1.103
H47 1.08035 4.23322 -5.28183  0.468
H48 -0.63019 4.65286 -5.58518  0.340
H49 0.91826 3.31807 -7.39314  0.293
H50 -0.85862 3.34539 -7.35600  0.390
H51 -0.07729 1.96358 -6.82188  0.258
H52 0.09753 0.22099 -5.53668  0.635
H53 -1.28345 0.70238 -4.72496  0.486
H54 -0.12105 -0.35346 -3.83368  0.052

Cartesian forces, eV/Å:
Hf -4.365 -3.547 -4.403
N 0.683 -2.181 -1.200
S -4.630 5.777 -1.135
O 0.885 -0.447 0.110
O 0.840 -1.431 1.757
F 0.018 -0.663 0.380
S 4.332 -5.512 1.592
O -1.145 1.437 -0.055
O 0.388 2.848 -0.119
F -0.331 0.931 -0.129
C 0.714 -0.501 0.268
N 0.001 -0.554 -0.285
O 0.041 0.501 0.043
O 0.106 0.170 0.163
H -0.317 0.414 -0.429
H 0.005 0.093 -0.009
H -0.499 -0.012 0.182
C 0.557 -0.010 0.345
N 0.062 0.019 -0.858
O -0.361 -0.073 -0.170
O -0.122 -0.266 0.324
H 0.108 -0.007 0.146
H -0.264 -0.294 0.130
H -0.082 0.507 0.081
O -0.634 0.548 0.137
S 3.230 -1.650 0.051
O -0.305 0.674 0.478
O -1.795 0.581 -0.728
C -0.014 -0.479 0.171
C 0.580 -0.746 0.318
C 0.050 0.625 -0.102
H -0.163 0.090 -0.058
H 0.132 0.217 -0.047
H -0.300 0.144 0.239
H -0.267 0.126 -0.215
H 0.082 0.300 -0.013
H 0.127 -0.176 -0.025
H -0.460 0.120 0.306
H -0.162 0.271 -0.243
O 1.721 1.581 -0.665
S -1.599 -2.099 0.404
O 0.640 -0.165 -0.230
O 1.172 2.173 0.822
C -1.080 0.030 0.035
C -0.178 -0.545 0.806
C 0.415 0.544 -1.824
H 0.243 0.109 -0.217
H 0.419 -0.339 -0.036
H -0.007 -0.310 -0.096
H -0.359 0.362 -0.435
H 0.446 0.430 -0.174
H -0.562 0.188 0.487
H -0.076 -0.085 0.081
H 0.232 0.114 0.677
O 0.321 -0.174 0.841
S -1.717 1.870 -3.314
O 0.988 -1.900 1.636
O 2.152 -0.441 2.066
C -1.475 1.217 -1.198
C 0.390 -0.631 -0.465
C -0.128 -0.341 2.074
H -0.105 -0.546 -0.112
H 0.482 -0.311 1.081
H 0.310 0.271 0.233
H -0.025 0.043 -0.120
H 0.061 0.023 -0.004
H 0.424 -0.208 -0.094
H -0.378 -0.543 -0.248
H 0.015 0.142 -0.474
O 0.655 -1.387 -0.235
S -2.910 2.510 2.224
O 2.757 -0.501 -0.411
O 1.634 -0.884 -2.409
C -1.421 2.125 1.252
C 0.276 -1.214 0.118
C 1.196 -0.407 0.382
H 0.074 -0.020 0.027
H 0.251 -0.240 -0.499
H -0.254 0.124 0.292
H -0.295 -0.053 -0.434
H 0.406 0.077 -0.582
H 0.318 0.121 0.012
H 0.000 -0.042 0.134
H -0.326 -0.015 -0.092
O -1.628 0.841 0.155
S 4.441 -0.540 -0.786
O -1.603 1.815 1.668
O -3.005 -1.111 -0.413
C 1.060 1.194 0.065
C -0.247 -0.575 -0.403
C -0.707 0.740 1.094
H -0.411 0.023 -0.352
H -0.008 -0.092 -0.002
H 0.081 0.132 0.430
H 0.321 -0.044 0.241
H -0.220 -0.396 0.032
H 0.247 -0.002 -0.240
H -0.106 -0.540 0.181
H -0.009 0.027 -0.057
O -0.920 -0.438 0.839
S -0.986 1.014 -1.374
O 0.206 0.088 -0.377
O -0.168 -0.765 0.933
C 1.028 -0.673 -0.554
C -0.561 0.652 -0.228
C 0.334 -0.232 -0.425
H -0.079 0.219 -0.531
H -0.068 -0.060 0.581
H -0.079 -0.173 -0.162
H 0.189 0.236 -0.170
H 0.477 -0.081 0.657
H 0.696 -0.055 0.241
H -0.013 0.408 0.811
H -0.092 -0.101 -0.167


Record 2
Formula: C3H3ErFO2
Source: the Open Molecules 2025 dataset
Level of theory: wB97M-V/def2-TZVPD

Its multiplicity is 5. The value obtained for the frontier orbital gap (alpha / beta) is 6.833 / 6.799 eV. As for the highest occupied orbital energy (alpha / beta): -17.9 / -18.2 eV. Its maximum force is 4.6 eV/A. The total energy is -1380.568001 a.u. The expectation value of S² is 6.002. As for the charge: +2. Its LUMO energy (alpha / beta) is -0.406 / -0.420 Ha.

Each line ends with the Löwdin spin population.
Atoms and positions in Å:
H1 -0.29758 -2.18536 -0.44903  0.001
F1 -2.19856 1.22038 -0.34162  0.000
O1 -1.50949 -0.66505 0.77415  0.002
O2 0.30574 -0.04331 -0.38164  0.074
C1 -2.00719 -0.10764 -0.45697  0.000
C2 -0.75809 -0.56231 -1.21323  0.003
C3 -0.36832 -1.14112 0.18047  0.013
H2 -2.93930 -0.60087 -0.75495  0.000
H3 -0.50988 -0.57940 -2.27097  0.000
Er1 2.89132 0.14006 0.22784  3.907

Cartesian forces, eV/Å:
H 0.633 1.582 2.745
F 0.121 -0.516 -0.227
O 0.308 -0.464 0.217
O 2.851 0.682 0.051
C -0.592 0.680 -0.074
C -0.253 2.567 -0.063
C -1.086 -3.763 -2.494
H 0.205 0.029 0.037
H -0.220 -0.691 0.207
Er -1.966 -0.106 -0.399


Record 3
Formula: CH7N2S2
Source: the Open Molecules 2025 dataset
Level of theory: wB97M-V/def2-TZVPD

Its multiplicity is 1. The value obtained for the frontier orbital gap (alpha / beta) is 6.758 / 6.017 eV. As for the highest occupied orbital energy (alpha / beta): -13.5 / -13.4 eV. Its maximum force is 3.6 eV/A. The total energy is -947.771273 a.u. The relative energy (zero: lowest compared OMol25 entry of this formula, charge and spin) is 5.009 eV. As for the charge: +1. Its LUMO energy (alpha / beta) is -0.247 / -0.271 Ha.

Each line ends with the natural charge from an NBO analysis.
Atoms and positions in Å:
C1 0.29644 0.68605 0.48403  -0.165
N1 1.23629 0.07723 -0.25620  -0.486
N2 -0.02960 1.97880 0.06993  -0.718
S1 -1.50600 -2.09084 -0.22018  -0.321
S2 2.48936 -0.81172 0.13509  0.661
H1 -0.71452 0.16242 0.32933  0.370
H2 0.37808 0.55119 1.58993  0.236
H3 -2.43827 -3.02005 0.07344  0.191
H4 -0.80478 2.53371 0.46986  0.446
H5 0.61860 2.15701 -0.67229  0.418
H6 -2.53204 -1.27982 -0.73463  0.178
H7 3.00644 -0.94397 -1.26830  0.190

Cartesian forces, eV/Å:
C -1.940 -0.294 3.072
N 1.557 -0.504 -1.600
N 0.579 -0.071 0.249
S -1.517 0.659 -0.648
S -0.517 0.227 -2.360
H 0.725 -0.817 -0.033
H 0.074 0.220 -0.236
H 0.299 0.043 0.167
H 0.947 -0.601 -0.884
H -0.566 1.715 -0.559
H 1.169 -0.720 0.379
H -0.810 0.145 2.454


Record 4
Formula: C27H24AsN3O4S2W
Source: the Open Molecules 2025 dataset
Level of theory: wB97M-V/def2-TZVPD

Its multiplicity is 3. The value obtained for the frontier orbital gap (alpha / beta) is 7.189 / 6.993 eV. As for the highest occupied orbital energy (alpha / beta): -7.3 / -7.4 eV. Its maximum force is 2.5 eV/A. The total energy is -4607.791657 a.u. The relative energy (zero: lowest compared OMol25 entry of this formula, charge and spin) is 0.821 eV. The expectation value of S² is 2.014. Its LUMO energy (alpha / beta) is -0.003 / -0.014 Ha.

Each line ends with the Löwdin spin population.
Atoms and positions in Å:
W1 1.57875 -0.85386 -0.36374  1.550
N1 0.03819 -2.59539 0.07946  0.002
C1 -0.39055 -3.39951 -1.07671  0.000
C2 0.06937 -2.75190 -2.35796  0.016
O1 -0.42988 -3.03287 -3.43435  0.030
N2 1.11273 -1.91893 -2.13890  0.046
C3 1.70157 -1.24911 -3.30771  0.003
C4 2.07180 0.06621 -2.65825  0.009
O2 1.51887 1.11872 -2.89159  0.054
O3 2.97395 -0.15734 -1.70512  0.061
H1 0.45869 -3.16651 0.80161  0.003
H2 -0.75925 -2.13400 0.50881  0.002
H3 -1.46714 -3.55219 -1.10814  0.000
H4 0.08800 -4.37773 -1.03717  0.000
H5 1.01584 -1.15959 -4.14296  0.000
H6 2.61059 -1.76343 -3.62225  0.001
O4 1.22689 -1.20099 1.71454  0.041
N3 2.30066 -1.45045 2.46982  0.014
C5 2.24290 -1.02322 3.74536  0.000
C6 3.23592 -1.34644 4.62664  0.003
C7 4.30520 -2.11729 4.16830  0.000
C8 4.36307 -2.48822 2.84932  0.003
C9 3.34935 -2.11721 1.95047  0.010
S1 3.38146 -2.42248 0.25769  0.044
H7 1.36722 -0.43775 3.97880  0.000
H8 3.17688 -0.99988 5.64819  0.000
H9 5.09659 -2.40632 4.84732  0.000
H10 5.19599 -3.05070 2.45260  0.000
S2 2.38142 1.20232 0.79661  0.032
C10 1.35249 2.56161 0.34685  0.010
C11 1.80608 3.85371 0.62937  0.000
C12 1.04376 4.95938 0.29383  0.000
C13 -0.18484 4.80369 -0.33900  0.000
C14 -0.64821 3.52708 -0.61111  0.001
C15 0.10344 2.41702 -0.25054  0.008
As1 -0.45783 0.61134 -0.61805  0.046
C16 -1.61197 0.23203 0.90089  0.006
C17 -2.64881 -0.69383 0.78838  0.000
C18 -3.36513 -1.08544 1.91389  0.000
C19 -3.03976 -0.55957 3.15782  0.000
C20 -2.00107 0.35507 3.27267  0.000
C21 -1.28386 0.74560 2.14928  0.000
C22 -1.77686 0.82631 -2.00761  0.005
C23 -3.02952 1.33578 -1.67435  0.000
C24 -3.98314 1.53212 -2.66135  0.000
C25 -3.69460 1.20970 -3.98212  -0.001
C26 -2.44704 0.70079 -4.31277  0.000
C27 -1.48541 0.51116 -3.32768  0.000
H11 2.77573 3.97662 1.09712  0.000
H12 1.41805 5.95257 0.51308  0.000
H13 -0.76955 5.66719 -0.62865  0.000
H14 -1.59568 3.39721 -1.11661  0.000
H15 -2.91384 -1.09442 -0.18465  0.000
H16 -4.17980 -1.79243 1.81584  0.000
H17 -3.59820 -0.86000 4.03558  0.000
H18 -1.75012 0.76870 4.24258  0.000
H19 -0.46932 1.45492 2.23876  0.000
H20 -3.26371 1.58486 -0.64858  0.000
H21 -4.95264 1.93688 -2.39716  0.000
H22 -4.44311 1.35730 -4.75102  0.000
H23 -2.21404 0.44881 -5.33929  0.000
H24 -0.50655 0.14429 -3.59611  0.000

Cartesian forces, eV/Å:
W 0.511 -1.870 1.611
N 0.026 0.217 -0.409
C -0.039 -0.102 0.156
C 0.280 0.219 -0.080
O 0.024 -0.081 -0.050
N 0.157 0.441 -0.606
C 0.056 -0.287 0.177
C 0.671 0.166 -0.971
O 0.211 0.308 -0.136
O -1.146 0.139 -0.177
H 0.106 0.083 -0.016
H 0.012 -0.032 0.134
H -0.054 0.028 0.043
H -0.040 -0.049 0.034
H -0.134 -0.010 0.011
H -0.022 -0.070 -0.117
O -0.075 0.032 -0.066
N -0.235 0.135 0.142
C 0.033 0.019 0.175
C -0.107 0.073 0.046
C 0.108 -0.060 0.006
C 0.030 0.007 -0.123
C 0.287 -0.149 -0.076
S 0.200 -0.152 0.312
H -0.015 -0.031 -0.028
H -0.006 -0.016 -0.039
H 0.003 0.014 -0.029
H -0.004 0.006 0.016
S -0.058 0.134 -0.019
C 0.154 -0.006 0.101
C 0.012 0.065 -0.002
C 0.011 -0.049 0.015
C -0.004 -0.010 0.007
C -0.028 0.078 0.034
C 0.024 -0.043 -0.173
As -0.741 1.210 0.213
C 0.047 -0.238 0.030
C -0.006 0.014 0.094
C 0.029 0.033 -0.010
C -0.001 -0.019 -0.035
C -0.004 0.021 -0.012
C -0.059 0.066 0.072
C -0.001 -0.212 -0.087
C -0.076 0.024 -0.123
C -0.024 0.005 -0.021
C 0.051 -0.006 0.024
C -0.022 0.008 0.039
C -0.051 -0.023 -0.091
H -0.033 0.005 -0.022
H -0.001 -0.035 -0.015
H 0.008 -0.012 0.018
H -0.015 0.016 -0.018
H -0.029 -0.010 -0.014
H 0.020 0.009 0.006
H 0.008 0.005 -0.016
H -0.009 -0.005 -0.033
H 0.021 -0.008 0.018
H -0.025 0.008 0.046
H 0.022 -0.015 -0.013
H 0.023 -0.004 0.018
H -0.010 -0.001 0.015
H -0.070 0.019 0.012